A.
An isolated molecule of CH4N2P2. Source: the OMol25 dataset; level of theory: ωB97M-V/def2-TZVPD.

Positions of all 9 atoms, in Å:
H -0.62022 -1.64517 -1.00003
N 0.24958 -1.82271 -0.52340
C 1.46150 -0.51707 -0.81868
P 2.67264 -0.07382 0.28885
P 0.98633 1.19564 -0.76092
N -0.56842 1.11737 -0.29334
H 2.25508 -1.21371 1.09081
H -1.12580 2.02605 -0.16059
H -1.03600 0.25824 -0.23325

Calculated values
HOMO energy (spin up / spin down) ... -8.21 / -7.42 eV
E_LUMO (spin up / spin down) ... -0.5 / -0.6 eV
Charge ... 0
Frontier orbital gap (spin up / spin down) ... 7.68 / 6.83 eV

B.
An isolated molecule of CH4N2P2. Source: the OMol25 dataset; level of theory: ωB97M-V/def2-TZVPD.

Positions of all 9 atoms, in Å:
H 0.28270 2.31893 -1.24567
N -0.17477 2.21663 -0.36384
C -0.74293 0.87381 -0.18664
P -1.93135 -0.12645 0.56400
P -0.32742 -0.89094 -0.86283
N 0.96810 -1.19439 0.17436
H -1.04681 -0.18078 1.83127
H 1.80139 -0.84186 -0.15471
H 1.17109 -2.17494 0.24407

Calculated values
HOMO energy ... -8.78 eV
E_LUMO ... -0.3 eV
Charge ... 0
Frontier orbital gap ... 8.45 eV

Bottom line: B, by a margin of 218.8 kJ/mol.